Record 1
Entry from OMol25: one molecule with the formula C5H4O2 (ωB97M-V/def2-TZVPD).

Each line ends with the natural charge from an NBO analysis.
CARTESIAN COORDINATES (ANGSTROEM)
O1 2.10858 -1.47633 -0.14129  -0.47
C1 1.16312 -0.72856 -0.09125  0.43
O2 -0.68250 -2.30449 -0.36863  -0.46
C2 -0.31835 -1.16831 -0.22303  0.50
C3 -1.17724 0.07255 -0.01090  -0.57
C4 -0.14414 1.16021 0.18785  -0.08
C5 1.12402 0.73058 0.12893  -0.31
H1 -1.81984 -0.14034 0.85183  0.25
H2 -1.85625 0.31061 -0.83860  0.25
H3 -0.41671 2.20595 0.30537  0.22
H4 2.01931 1.33814 0.19972  0.24

For the HOMO energy, the calculation gives -9.43 eV. The HOMO-LUMO gap is 8.77 eV. The SMILES is O=C1C=CCC1=O. As for the energy above the lowest of the compared OMol25 structures with the same formula, charge and spin: 50.3 kJ/mol.

Record 2
Entry from OMol25: C34H66BCl13I2O8 as an isolated structure at a distorted geometry (ωB97M-V/def2-TZVPD).

Each line ends with the Löwdin charge.
CARTESIAN COORDINATES (ANGSTROEM)
C1 9.17420 4.03144 1.36075  -0.13
C2 8.58006 3.52300 -0.04710  -0.23
C3 6.97063 3.75277 -0.03360  -0.16
C4 6.13813 2.66333 -0.83965  -0.26
C5 6.92039 2.39375 -2.21655  -0.09
C6 5.68077 1.34879 -0.04752  -0.31
C7 6.03941 0.02101 -0.85609  -0.14
C8 5.67355 -1.35465 -0.09275  -0.16
C9 6.96292 -2.20867 0.35808  -0.15
C10 6.85514 -2.72273 1.89469  -0.27
O1 6.76083 -4.16285 1.97531  -0.11
O2 4.28595 1.52494 0.30087  -0.15
C11 3.34753 0.93232 -0.55527  -0.66
Cl1 3.37358 1.44684 -2.31341  0.57
C12 1.88891 1.39593 0.05330  -0.69
I1 1.55500 3.43811 -0.69167  0.85
O3 0.98263 0.42148 -0.43278  -0.22
C13 -0.38818 0.58286 -0.08258  -0.73
I2 -0.86264 1.63748 1.75317  1.06
C14 -1.30452 1.19093 -1.26876  -0.20
C15 -2.85962 1.15024 -0.94630  -0.11
C16 -3.58477 2.54610 -1.03277  -0.40
O4 -3.06527 3.64419 -1.25169  0.06
O5 -4.99259 2.52362 -0.85749  0.01
C17 -0.95661 -0.94350 0.10829  -0.19
O6 -1.62527 -1.06343 1.37311  -0.31
C18 -2.64383 -2.08251 1.36630  -0.15
C19 -4.04992 -1.60845 2.01566  -0.17
O7 -4.11541 -0.19311 2.27598  -0.23
C20 -5.41866 0.19467 2.73592  -0.24
C21 -6.40409 0.63496 1.52183  -0.08
B1 6.44048 1.15593 1.40989  -0.35
C22 7.97901 0.72092 1.60370  0.00
O8 5.66826 1.35172 2.63320  0.06
H1 8.37240 4.29286 2.12149  0.07
H2 9.83344 3.24596 1.87031  0.07
H3 9.75932 5.00007 1.18923  0.07
H4 9.04087 4.20406 -0.83817  0.11
H5 8.86829 2.46223 -0.29999  0.08
H6 6.84698 4.72596 -0.63283  0.12
H7 6.57637 4.01085 0.99873  0.12
H8 5.17541 3.19856 -1.15850  0.12
H9 7.29222 3.39945 -2.60633  0.09
H10 6.28019 1.90514 -3.01401  0.07
H11 7.85802 1.75450 -2.07455  0.08
H12 7.18169 0.00069 -0.93955  0.11
H13 5.65787 -0.02168 -1.91741  0.09
H14 5.16866 -2.00267 -0.89367  0.12
H15 4.90149 -1.23404 0.72591  0.08
H16 7.01925 -3.17336 -0.25907  0.12
H17 7.94408 -1.67102 0.18784  0.09
H18 6.03672 -2.17211 2.45170  0.01
H19 7.85317 -2.41532 2.37323  0.11
H20 7.59193 -4.48339 1.56858  0.09
H21 3.29160 -0.19926 -0.55028  0.13
H22 2.07710 1.37100 1.18202  0.10
H23 -1.07049 0.53286 -2.17595  0.13
H24 -1.02642 2.24904 -1.54711  0.05
H25 -3.14096 0.67952 0.04549  0.09
H26 -3.34330 0.48987 -1.75065  0.14
H27 -5.20589 3.45877 -0.63684  0.13
H28 -0.05929 -1.65805 0.15412  0.15
H29 -1.57984 -1.25310 -0.78494  0.13
H30 -2.80390 -2.56948 0.35132  0.13
H31 -2.26618 -2.91947 2.05110  0.08
H32 -4.94844 -1.89503 1.37619  0.12
H33 -4.21035 -2.13303 3.03747  0.09
H34 -5.93373 -0.64658 3.29310  0.12
H35 -5.33364 1.12420 3.39482  0.12
H36 -5.83496 0.40841 0.56746  0.05
H37 -6.75200 1.70580 1.60734  0.07
H38 -7.32212 -0.03870 1.54288  0.07
H39 8.52786 1.51157 2.22074  0.08
H40 8.56839 0.55727 0.65229  0.06
H41 8.07456 -0.24976 2.20533  0.07
H42 5.31659 0.44847 2.81027  0.04
Cl2 -6.87815 1.08897 -5.42352  0.54
C23 -7.89845 1.73709 -4.11332  -0.65
C24 -7.25479 1.57023 -2.75307  -0.67
Cl3 -7.17722 -0.13666 -2.25060  0.55
H43 -8.86794 1.24000 -4.16323  0.07
H44 -8.04850 2.79701 -4.32497  0.07
H45 -7.84338 2.09488 -1.99838  0.08
H46 -6.24358 1.97368 -2.73527  0.04
Cl4 -3.16444 9.30744 -3.39740  0.53
C25 -2.41656 7.72666 -3.05207  -0.67
C26 -2.60486 7.30772 -1.60977  -0.67
Cl5 -1.67174 8.32776 -0.48497  0.53
H47 -1.36061 7.78773 -3.31738  0.07
H48 -2.89274 7.00090 -3.71323  0.07
H49 -2.25328 6.28344 -1.47329  0.06
H50 -3.65337 7.34932 -1.31359  0.07
Cl6 -2.11035 -5.80762 2.84943  0.54
C27 -1.37422 -5.62343 4.46246  -0.65
C28 -2.28192 -4.88826 5.42560  -0.65
Cl7 -2.47613 -3.17268 4.98984  0.59
H51 -0.41896 -5.11124 4.33937  0.04
H52 -1.17558 -6.62930 4.83609  0.07
H53 -1.85398 -4.91349 6.42936  0.07
H54 -3.27237 -5.33996 5.46746  0.00
Cl8 -10.80837 0.82224 -8.95613  0.53
C29 -9.16772 0.21889 -8.60908  -0.68
C30 -8.26426 0.29035 -9.82164  -0.67
Cl9 -8.74351 -0.86836 -11.08723  0.53
H55 -9.25572 -0.80107 -8.23347  0.07
H56 -8.76473 0.84253 -7.80907  0.04
H57 -7.24133 0.04023 -9.53514  0.07
H58 -8.26052 1.28860 -10.26044  0.07
Cl10 -7.04740 -5.04612 1.57350  0.53
C31 -6.30378 -6.62680 1.92457  -0.66
C32 -6.54799 -7.06856 3.35204  -0.65
Cl11 -5.66787 -6.05842 4.52542  0.57
H59 -5.23808 -6.55516 1.70390  0.06
H60 -6.74760 -7.34536 1.23359  0.07
H61 -6.19489 -8.09220 3.48800  0.07
H62 -7.60784 -7.03787 3.60654  0.07
Cl12 2.02624 -4.42185 2.52342  0.55
C33 3.44650 -4.44091 3.60010  -0.64
C34 3.58488 -3.15282 4.38365  -0.61
Cl13 4.02196 -1.77656 3.33932  0.66
H63 4.33052 -4.63772 2.99115  0.06
H64 3.31189 -5.27843 4.28647  0.08
H65 4.38081 -3.25332 5.12347  0.08
H66 2.66296 -2.89991 4.90829  0.07

For the HOMO energy, the calculation gives -8.29 eV. The HOMO-LUMO gap is 8.58 eV.